Entry 1:
This record from OMol25 describes a molecular structure, C23H54Ca2N3O4 in a non-equilibrium geometry. The level of theory is wB97M-V/def2-TZVPD.

Output
E_LUMO = -10.233 eV
Total charge = +3
E = -74243.41447 eV
Energy above the lowest of the compared OMol25 structures with the same formula, charge and spin = 47.7 kcal/mol
Highest occupied orbital energy = -15.120 eV

XYZ file:
```
86
Properties=species:S:1:pos:R:3:mulliken_charge:R:1
Ca -31.02 -0.15 -7.65 1.41
Ca -33.65 3.84 -6.57 1.32
O -34.84 0.57 -9.54 -0.30
C -34.15 1.31 -8.66 0.04
O -34.51 2.46 -8.31 -0.16
O -33.10 0.89 -8.12 -0.45
H -35.50 1.16 -9.91 0.00
C -33.97 -3.57 -6.99 -0.77
C -32.71 -4.27 -6.55 -0.69
C -31.79 -3.11 -6.36 -0.65
O -32.18 -2.09 -7.22 0.02
C -33.63 -2.15 -7.23 -0.16
H -34.81 -3.57 -6.30 0.36
H -34.38 -4.04 -7.88 0.31
H -32.29 -5.05 -7.18 0.33
H -32.95 -4.77 -5.61 0.32
H -30.78 -3.41 -6.60 0.35
H -31.91 -2.74 -5.34 0.41
H -34.04 -1.72 -8.14 -0.09
H -33.97 -1.44 -6.47 0.44
C -35.89 6.01 -8.61 -1.09
C -35.96 6.21 -7.13 -0.70
N -35.84 4.92 -6.34 0.78
C -36.95 4.03 -6.67 0.03
C -36.94 2.71 -5.89 -1.27
C -35.92 5.30 -4.91 -0.79
C -37.20 5.93 -4.37 -1.18
H -36.71 5.40 -8.97 0.30
H -35.05 5.36 -8.86 0.04
H -35.84 6.86 -9.28 0.50
H -35.18 6.90 -6.82 0.45
H -36.89 6.77 -7.00 0.24
H -37.89 4.58 -6.57 0.60
H -36.86 3.75 -7.72 -0.38
H -37.12 2.80 -4.82 0.35
H -37.59 1.99 -6.39 0.45
H -35.99 2.18 -5.97 0.11
H -35.12 6.02 -4.70 0.47
H -35.62 4.41 -4.34 0.45
H -37.76 6.51 -5.10 0.29
H -36.99 6.44 -3.43 0.38
H -37.91 5.10 -4.27 0.34
C -38.01 2.30 -10.21 -1.16
C -37.14 2.78 -11.40 -0.54
N -36.18 1.74 -11.71 0.75
C -36.85 0.46 -11.99 -0.55
C -37.87 0.39 -13.09 -1.38
C -35.29 2.07 -12.83 -0.87
C -34.24 3.12 -12.33 -0.93
H -37.41 1.86 -9.41 0.13
H -38.78 1.56 -10.43 0.32
H -38.54 3.12 -9.73 0.49
H -37.77 2.99 -12.26 0.41
H -36.70 3.73 -11.10 0.30
H -37.33 0.00 -11.12 0.39
H -36.10 -0.32 -12.16 0.39
H -38.75 0.98 -12.84 0.27
H -38.21 -0.65 -13.19 0.44
H -37.47 0.79 -14.02 0.29
H -34.79 1.14 -13.11 0.51
H -35.78 2.50 -13.71 0.31
H -33.57 2.62 -11.63 -0.05
H -33.57 3.42 -13.14 0.43
H -34.68 3.99 -11.84 0.31
C -31.09 0.74 -11.29 -1.10
C -29.93 -0.07 -10.72 -0.96
N -30.28 -1.09 -9.72 1.49
C -31.03 -2.23 -10.28 -1.11
C -32.54 -1.94 -10.62 -1.40
C -29.02 -1.58 -9.10 -0.62
C -28.01 -2.28 -10.00 -1.35
H -31.68 1.20 -10.50 -0.13
H -31.76 0.18 -11.95 0.31
H -30.67 1.57 -11.86 0.60
H -29.38 -0.49 -11.57 0.26
H -29.26 0.65 -10.26 0.47
H -30.48 -2.61 -11.15 0.53
H -31.00 -3.03 -9.54 0.51
H -33.14 -2.84 -10.51 0.47
H -32.93 -1.23 -9.89 0.01
H -32.73 -1.62 -11.64 0.43
H -29.19 -2.30 -8.29 0.22
H -28.63 -0.69 -8.62 0.55
H -28.43 -3.24 -10.28 0.34
H -27.10 -2.43 -9.41 0.47
H -27.75 -1.65 -10.85 0.31
```

Entry 2:
This record from OMol25 describes a gas-phase ion, C6H12NO (charge -1) in a non-equilibrium geometry. The level of theory is wB97M-V/def2-TZVPD.

Output
E_LUMO = 4.060 eV
Total charge = -1
E = -9950.70625 eV
Energy above the lowest of the compared OMol25 structures with the same formula, charge and spin = 60.9 kcal/mol
Highest occupied orbital energy = -1.373 eV

XYZ file:
```
20
Properties=species:S:1:pos:R:3:nbo_charge:R:1
C 2.29 1.20 0.00 -0.09
O 2.50 -0.15 -0.26 -0.81
C 0.80 1.58 -0.05 -0.46
C 0.14 0.57 -1.03 -0.61
C -0.79 -0.49 -0.64 0.20
C -1.95 -0.80 -1.37 -0.75
C -1.51 -1.35 1.62 -0.40
N -0.51 -1.01 0.63 -0.68
H 3.03 1.52 -0.71 0.16
H 2.88 1.50 0.94 0.13
H 0.53 2.54 -0.37 0.19
H 0.28 1.42 0.98 0.19
H 0.09 0.91 -2.02 0.18
H 1.86 -0.27 -1.05 0.48
H -2.56 -1.66 -1.07 0.15
H -2.49 -0.31 -2.17 0.19
H -1.13 -1.58 2.61 0.18
H -2.07 -0.41 1.81 0.18
H -2.02 -2.16 1.22 0.18
H 0.63 -1.06 0.92 0.40
```

Entry 3:
This record from OMol25 describes C7H11N in the gas phase in a non-equilibrium geometry. The level of theory is wB97M-V/def2-TZVPD.

Output
E_LUMO = 0.904 eV
SMILES string = CCc1[nH]ccc1C
E = -8923.99589 eV
Energy above the lowest of the compared OMol25 structures with the same formula, charge and spin = 86.1 kcal/mol
Highest occupied orbital energy = -6.721 eV

XYZ file:
```
19
Properties=species:S:1:pos:R:3:nbo_charge:R:1
C -2.01 1.64 -1.08 -0.59
C -1.59 0.34 -0.24 -0.46
C -0.15 -0.13 -0.36 0.14
N 0.62 -0.39 -1.40 -0.48
C 1.90 -0.69 -1.14 -0.13
C 2.15 -0.76 0.25 -0.30
C 1.02 -0.47 1.00 -0.05
C 0.64 -0.73 2.33 -0.67
H -1.71 1.63 -2.28 0.18
H -1.43 2.45 -0.73 0.21
H -3.07 1.76 -0.94 0.21
H -2.25 -0.46 -0.66 0.21
H -1.65 0.65 0.80 0.23
H 0.13 -0.29 -2.29 0.42
H 2.61 -0.96 -1.93 0.21
H 3.11 -1.27 0.67 0.22
H 0.74 -1.85 2.59 0.21
H 1.27 -0.22 3.09 0.22
H -0.32 -0.28 2.31 0.23
```

Entry 4:
This record from OMol25 describes C4H6N2O2 in the gas phase in a non-equilibrium geometry. The level of theory is wB97M-V/def2-TZVPD.

Output
E_LUMO = 0.983 eV
SMILES string = C=NO[C@@H]1CNC1=O
E = -11317.13885 eV
Energy above the lowest of the compared OMol25 structures with the same formula, charge and spin = 90.0 kcal/mol
Highest occupied orbital energy = -9.748 eV

XYZ file:
```
14
Properties=species:S:1:pos:R:3:nbo_charge:R:1
C 0.84 2.70 -0.94 -0.15
N 0.87 1.61 -0.26 -0.12
O -0.34 1.07 -0.27 -0.36
C -0.34 -0.10 0.57 0.00
C 0.64 -1.41 0.47 -0.22
N -0.55 -2.22 0.09 -0.65
C -1.46 -1.12 0.14 0.66
O -2.58 -0.96 -0.27 -0.55
H -0.04 3.07 -1.39 0.18
H 1.76 3.24 -0.98 0.19
H -0.38 0.26 1.62 0.20
H 1.34 -1.35 -0.33 0.21
H 1.09 -1.66 1.50 0.20
H -0.86 -3.13 0.05 0.41
```

Entry 5:
This record from OMol25 describes a molecular structure, C14H56O14 in a non-equilibrium geometry. The level of theory is wB97M-V/def2-TZVPD.

Output
E_LUMO = -0.301 eV
E = -44068.08825 eV
Energy above the lowest of the compared OMol25 structures with the same formula, charge and spin = 426.6 kcal/mol
Highest occupied orbital energy = -8.029 eV

XYZ file:
```
84
Properties=species:S:1:pos:R:3:mulliken_charge:R:1
C -2.55 -2.41 0.66 -1.02
O -2.80 -1.78 1.90 -0.80
H -3.46 -2.65 0.11 0.59
H -1.95 -1.74 0.06 0.41
H -2.01 -3.33 0.87 0.56
H -1.98 -1.37 2.17 0.62
C 0.50 1.47 2.70 -0.09
O -0.34 0.99 3.77 -0.54
H 1.49 1.64 3.10 0.57
H 0.63 0.77 1.87 -0.51
H 0.01 2.41 2.45 0.17
H -0.56 1.61 4.47 0.40
C -2.94 2.93 -0.20 -1.09
O -1.81 1.97 -0.26 -1.05
H -2.48 3.90 -0.37 0.38
H -3.61 2.68 -1.02 0.41
H -3.50 2.98 0.73 0.19
H -1.00 2.43 -0.03 0.96
C -0.17 4.15 0.43 -1.09
O -0.16 2.78 0.23 -0.50
H 0.67 4.52 -0.16 0.32
H -1.01 4.62 -0.08 0.40
H -0.08 4.45 1.48 0.26
H 0.69 2.41 0.45 0.65
C -3.69 -0.22 -1.25 -1.16
O -2.29 0.17 -1.20 -0.08
H -4.40 0.56 -1.52 0.33
H -3.85 -0.95 -2.05 0.34
H -4.01 -0.78 -0.38 0.33
H -2.17 1.05 -0.82 0.56
C 3.02 -1.06 -0.99 0.23
O 3.56 -0.76 -2.32 -0.66
H 2.00 -1.45 -1.08 0.30
H 3.56 -1.78 -0.38 0.43
H 3.11 -0.12 -0.45 -0.21
H 3.33 0.15 -2.53 0.33
C 2.48 2.26 -0.31 -0.72
O 1.68 1.75 0.74 -1.52
H 3.52 1.95 -0.21 0.59
H 2.14 1.93 -1.29 -0.19
H 2.47 3.34 -0.19 0.40
H 2.21 1.60 1.53 0.58
C -2.17 -1.85 -3.38 -0.65
O -1.15 -2.64 -4.00 -0.65
H -1.83 -0.86 -3.10 0.19
H -2.95 -1.64 -4.11 0.39
H -2.71 -2.35 -2.57 0.31
H -1.33 -3.58 -3.92 0.40
C -0.12 2.44 -2.20 0.99
O 0.91 3.24 -2.77 -0.57
H 0.22 1.56 -1.65 -0.08
H -0.56 3.11 -1.46 -0.34
H -0.92 2.14 -2.88 0.39
H 1.27 2.81 -3.55 0.36
C 2.90 0.08 2.27 -1.75
O 3.45 1.32 1.78 -0.58
H 2.11 -0.11 1.56 1.54
H 3.62 -0.75 2.24 0.54
H 2.52 0.22 3.28 0.28
H 4.34 1.35 2.14 0.52
C 0.25 -0.15 -0.18 -0.21
O -0.32 -0.80 -1.28 -0.77
H 1.30 -0.45 -0.11 -0.83
H 0.14 0.93 -0.17 -0.07
H -0.27 -0.61 0.66 0.80
H -1.24 -0.57 -1.44 0.35
C 2.20 -2.92 1.20 -1.73
O 1.91 -3.61 0.02 -0.73
H 3.26 -2.88 1.42 0.50
H 1.94 -1.86 1.14 0.51
H 1.56 -3.29 2.00 0.38
H 1.02 -3.47 -0.31 1.05
C -0.01 -1.51 2.71 -1.90
O -1.09 -0.65 2.64 -0.44
H 0.73 -1.12 2.01 0.84
H 0.37 -1.56 3.73 0.17
H -0.27 -2.52 2.38 0.49
H -0.89 0.19 3.06 0.40
C -0.44 -3.80 -1.39 -1.39
O 0.14 -2.78 -0.64 -0.40
H -0.63 -3.44 -2.40 0.19
H 0.07 -4.75 -1.22 0.57
H -1.45 -3.98 -1.01 0.29
H -0.12 -1.99 -1.13 0.55
```

Entry 6:
This record from OMol25 describes 2 unconnected molecules or ions with the total composition CFN4S in a non-equilibrium geometry. The level of theory is wB97M-V/def2-TZVPD.

Output
E_LUMO (alpha / beta) = 0.866 / -0.587 eV
Total charge = -1
E = -20546.86923 eV
Energy above the lowest of the compared OMol25 structures with the same formula, charge and spin = 69.3 kcal/mol
Highest occupied orbital energy (alpha / beta) = -6.046 / -4.188 eV

XYZ file:
```
7
Properties=species:S:1:pos:R:3:nbo_charge:R:1
C 0.17 0.00 0.14 -0.04
N 0.97 -1.09 0.20 -0.24
N 0.96 1.08 -0.10 -0.24
N 2.13 -0.73 -0.02 -0.09
N 2.16 0.64 -0.27 -0.11
F -4.91 0.08 -0.17 -0.48
S -1.49 0.02 0.21 0.21
```